#a
Here is C30H26Cl3GeNOP2Ta as an isolated structure from OMol25. Energies are from ωB97M-V/def2-TZVPD.

Properties
Charge: +2
Spin multiplicity: 2

Last column: Löwdin spin population.
Cartesian coordinates (Å):
Ta (-0.148, -0.069, -0.310)  0.00
C (-1.725, 0.608, -3.417)  0.00
P (-0.569, 1.420, -2.296)  0.00
C (-1.378, 2.342, -0.964)  0.00
C (-2.451, 1.706, -0.299)  0.00
C (-2.946, 2.234, 0.885)  0.00
C (-2.386, 3.389, 1.417)  0.00
C (-1.336, 4.025, 0.762)  0.00
C (-0.820, 3.501, -0.414)  0.00
C (0.744, 2.409, -2.989)  0.01
C (2.055, 1.928, -2.921)  0.02
C (3.096, 2.715, -3.398)  0.01
C (2.829, 3.966, -3.938)  0.00
C (1.522, 4.434, -4.022)  0.01
C (0.475, 3.657, -3.550)  0.00
C (-2.101, -0.691, -2.753)  0.00
C (-3.020, -1.599, -3.172)  0.00
C (-2.978, -2.695, -2.265)  0.00
C (-2.043, -2.400, -1.327)  0.00
C (-1.582, -3.204, -0.156)  0.00
P (-1.106, -2.004, 1.109)  0.00
C (-0.056, -2.742, 2.358)  0.00
C (1.331, -2.685, 2.220)  0.00
C (2.137, -3.318, 3.154)  0.00
C (1.562, -3.999, 4.217)  0.00
C (0.181, -4.056, 4.355)  0.00
C (-0.634, -3.428, 3.429)  0.00
C (-2.582, -1.317, 1.895)  0.00
C (-3.830, -1.386, 1.274)  0.00
C (-4.937, -0.824, 1.893)  0.00
C (-4.803, -0.187, 3.120)  0.00
C (-3.558, -0.107, 3.734)  0.00
C (-2.448, -0.668, 3.125)  0.00
N (-1.471, -1.142, -1.576)  0.00
H (-1.189, 0.447, -4.356)  0.00
H (-2.589, 1.240, -3.631)  0.00
H (-2.927, 0.832, -0.732)  0.00
H (-3.773, 1.743, 1.383)  0.00
H (-2.773, 3.799, 2.340)  0.00
H (-0.916, 4.935, 1.170)  0.00
H (0.002, 3.998, -0.912)  0.00
H (2.256, 0.937, -2.533)  0.00
H (4.111, 2.342, -3.364)  0.00
H (3.641, 4.577, -4.308)  0.00
H (1.319, 5.402, -4.457)  0.00
H (-0.542, 4.026, -3.619)  0.00
H (-3.649, -1.506, -4.043)  0.00
H (-3.560, -3.601, -2.318)  0.00
H (-0.687, -3.794, -0.371)  0.00
H (-2.354, -3.886, 0.204)  0.00
H (1.781, -2.164, 1.383)  0.00
H (3.213, -3.282, 3.050)  0.00
H (2.194, -4.491, 4.944)  0.00
H (-0.261, -4.592, 5.183)  0.00
H (-1.711, -3.470, 3.541)  0.00
H (-3.944, -1.884, 0.319)  0.00
H (-5.909, -0.898, 1.423)  0.00
H (-5.673, 0.234, 3.606)  0.00
H (-3.457, 0.374, 4.698)  0.00
H (-1.485, -0.635, 3.623)  0.00
Cl (0.416, 1.120, 1.821)  0.12
Ge (2.376, 1.824, 0.574)  0.40
Cl (2.509, 3.867, 1.099)  0.17
Cl (3.952, 0.711, 1.394)  0.14
O (1.477, -0.554, -0.602)  0.08

#b
Here is C30H26Cl3GeNOP2Ta as an isolated structure from OMol25. Energies are from ωB97M-V/def2-TZVPD.

Properties
Charge: +2
Spin multiplicity: 2

Last column: Löwdin spin population.
Cartesian coordinates (Å):
Ta (-0.151, 0.060, 0.167)  0.00
C (-2.378, -0.456, -2.499)  0.05
P (-2.562, -0.696, -0.675)  0.00
C (-2.143, -2.446, -0.413)  0.00
C (-2.747, -3.121, 0.647)  0.00
C (-2.405, -4.442, 0.896)  0.00
C (-1.478, -5.090, 0.089)  0.00
C (-0.881, -4.418, -0.971)  0.00
C (-1.208, -3.095, -1.219)  0.00
C (-4.340, -0.614, -0.373)  0.00
C (-5.078, -1.574, -1.081)  0.00
C (-6.454, -1.585, -0.955)  0.00
C (-7.089, -0.663, -0.126)  0.00
C (-6.349, 0.274, 0.576)  0.00
C (-4.965, 0.307, 0.453)  0.00
C (-1.029, -0.026, -2.904)  0.29
C (-0.480, 0.124, -4.221)  0.11
C (0.806, 0.544, -4.076)  0.10
C (1.051, 0.662, -2.676)  0.30
C (2.287, 1.005, -1.936)  0.05
P (1.743, 1.792, -0.341)  0.01
C (1.254, 3.442, -0.821)  0.00
C (-0.042, 3.914, -0.617)  0.00
C (-0.371, 5.202, -1.013)  0.00
C (0.589, 6.007, -1.609)  0.00
C (1.882, 5.535, -1.815)  0.00
C (2.222, 4.252, -1.425)  0.00
C (3.060, 1.808, 0.859)  0.00
C (3.393, 2.999, 1.500)  0.00
C (4.362, 2.975, 2.493)  0.00
C (4.976, 1.780, 2.838)  0.00
C (4.633, 0.592, 2.199)  0.00
C (3.665, 0.597, 1.212)  0.00
N (-0.085, 0.318, -1.973)  0.02
H (-3.113, 0.297, -2.811)  0.02
H (-2.655, -1.386, -3.005)  0.01
H (-3.483, -2.627, 1.269)  0.00
H (-2.875, -4.967, 1.716)  0.00
H (-1.224, -6.123, 0.282)  0.00
H (-0.163, -4.924, -1.603)  0.00
H (-0.721, -2.586, -2.046)  0.00
H (-4.592, -2.316, -1.701)  0.00
H (-7.032, -2.322, -1.497)  0.00
H (-8.166, -0.684, -0.028)  0.00
H (-6.841, 0.984, 1.227)  0.00
H (-4.391, 1.039, 1.008)  0.00
H (-1.012, -0.071, -5.139)  0.00
H (1.524, 0.756, -4.853)  0.00
H (2.936, 1.661, -2.517)  0.00
H (2.853, 0.090, -1.718)  0.02
H (-0.802, 3.298, -0.144)  0.00
H (-1.373, 5.574, -0.846)  0.00
H (0.333, 7.014, -1.912)  0.00
H (2.628, 6.172, -2.272)  0.00
H (3.239, 3.902, -1.565)  0.00
H (2.909, 3.928, 1.229)  0.00
H (4.636, 3.893, 2.995)  0.00
H (5.729, 1.770, 3.615)  0.00
H (5.115, -0.336, 2.476)  0.00
H (3.383, -0.333, 0.731)  0.00
Cl (-1.972, 0.293, 3.711)  0.00
Ge (-1.179, 1.583, 2.207)  0.00
Cl (0.217, 2.912, 3.132)  0.00
Cl (-2.770, 2.900, 1.585)  0.00
O (0.779, -1.303, 0.613)  0.00

Relative calculated energies, zero for the most stable structure, unit eV: #a 0.000; #b 0.408.

#a
Here is one molecule with the formula C5H7N3O2S from OMol25. Energies are from ωB97M-V/def2-TZVPD.

Properties
Charge: 0

Last column: Mulliken charge in e.
Cartesian coordinates (Å):
C (0.636, 0.641, 0.085)  -0.14
C (-1.341, -0.657, -0.153)  -0.17
C (2.286, -1.026, -0.164)  -0.41
C (2.903, 1.113, 0.904)  -0.84
C (-3.713, -2.077, -0.239)  -0.84
N (-0.289, -0.228, 0.179)  0.11
N (1.932, 0.191, 0.178)  0.25
N (3.626, -1.369, 0.053)  0.98
O (3.862, -2.267, 0.856)  -0.60
O (4.371, -1.000, -0.845)  -0.53
S (-2.522, -1.310, 0.902)  0.01
H (0.433, 1.624, 0.441)  0.29
H (2.406, 2.136, 0.852)  0.31
H (3.179, 0.944, 1.925)  0.30
H (3.791, 1.074, 0.231)  0.34
H (-3.152, -3.015, -0.742)  0.26
H (-4.149, -1.296, -0.857)  0.30
H (-4.661, -2.363, 0.181)  0.37

#b
Here is one molecule with the formula C5H7N3O2S from OMol25. Energies are from ωB97M-V/def2-TZVPD.

Properties
SMILES string: O=C(O)CCc1n[nH]c(=S)[nH]1
Charge: 0

Last column: Mulliken charge in e.
Cartesian coordinates (Å):
O (1.361, -1.929, -0.918)  -0.59
C (1.859, -0.912, -0.416)  0.52
O (2.599, -0.867, 0.682)  -0.45
C (1.609, 0.528, -0.917)  -0.41
C (0.689, 1.216, 0.067)  -0.71
C (-0.573, 0.468, 0.323)  0.52
N (-0.831, -0.182, 1.407)  -0.70
N (-2.107, -0.613, 1.231)  0.11
C (-2.667, -0.303, 0.038)  0.08
S (-4.190, -0.669, -0.525)  -0.40
N (-1.618, 0.428, -0.509)  -0.06
H (2.610, -1.809, 1.094)  0.38
H (1.141, 0.495, -1.930)  0.31
H (2.593, 1.039, -0.914)  0.33
H (0.501, 2.258, -0.250)  0.35
H (1.181, 1.244, 1.078)  0.29
H (-2.543, -1.281, 1.878)  0.23
H (-1.614, 0.887, -1.421)  0.21

Relative calculated energies, zero for the most stable structure, unit eV: #a 8.900; #b 0.000.

#a
Here is one molecule with the formula C4H8ClFN2 from OMol25. Energies are from ωB97M-V/def2-TZVPD.

Properties
SMILES string: N[C@@H]1[C@@H](N)C[C@]1(F)Cl
Charge: 0

Last column: Mulliken charge in e.
Cartesian coordinates (Å):
N (-1.232, -1.537, -0.302)  -0.69
C (-0.640, -0.243, -0.539)  -0.23
C (0.847, -0.272, -0.101)  0.23
N (1.703, 0.657, -0.843)  -0.69
C (0.448, 0.354, 1.230)  -1.06
C (-0.864, 0.745, 0.594)  0.63
F (-0.863, 2.014, 0.092)  -0.27
Cl (-2.341, 0.598, 1.596)  -0.22
H (-2.217, -1.432, -0.226)  0.24
H (-1.060, -2.041, -1.142)  0.25
H (-0.703, 0.317, -1.482)  0.46
H (1.266, -1.246, -0.016)  0.35
H (2.710, 0.585, -0.659)  0.23
H (1.654, 0.536, -1.865)  0.19
H (0.315, -0.325, 2.114)  0.27
H (0.978, 1.291, 1.550)  0.33

#b
Here is one molecule with the formula C4H8ClFN2 from OMol25. Energies are from ωB97M-V/def2-TZVPD.

Properties
SMILES string: CN(C)/N=C\[C@H](F)Cl
Charge: 0

Last column: Mulliken charge in e.
Cartesian coordinates (Å):
C (-2.950, -0.523, -0.441)  -0.87
N (-1.602, 0.046, -0.228)  0.20
C (-1.631, 1.491, -0.011)  -0.84
N (-1.079, -0.641, 0.901)  -0.59
C (0.156, -0.834, 0.810)  -0.20
C (1.099, -0.473, -0.349)  0.24
F (2.013, -1.457, -0.468)  -0.25
Cl (2.011, 1.017, 0.033)  -0.19
H (-2.918, -1.599, -0.710)  0.30
H (-3.631, -0.419, 0.410)  0.32
H (-3.469, -0.084, -1.304)  0.30
H (-0.617, 1.892, 0.160)  0.22
H (-2.176, 1.796, 0.908)  0.33
H (-1.986, 1.973, -0.935)  0.33
H (0.657, -1.359, 1.624)  0.38
H (0.561, -0.181, -1.263)  0.32

Relative calculated energies, zero for the most stable structure, unit eV: #a 0.000; #b 1.062.

#a
Here is C3H8N2O3S as an isolated structure from OMol25. Energies are from ωB97M-V/def2-TZVPD.

Properties
Charge: 0

Last column: Mulliken charge in e.
Cartesian coordinates (Å):
C (-0.191, 0.805, 0.091)  0.66
C (1.492, -0.745, 0.895)  -1.09
C (1.412, -0.029, -1.422)  -1.17
N (0.903, -0.001, -0.106)  0.05
N (-0.708, 1.429, -0.895)  -0.75
O (-3.261, 0.542, 0.842)  -0.50
O (-0.751, 0.805, 1.367)  -0.29
O (-1.374, -1.104, -0.008)  -0.43
S (-1.811, -0.377, 1.151)  0.58
H (1.113, -1.797, 1.004)  0.35
H (2.494, -0.893, 0.657)  0.45
H (1.447, -0.589, 1.956)  0.40
H (2.138, 0.771, -1.636)  0.29
H (2.047, -0.907, -1.480)  0.43
H (0.630, -0.020, -2.093)  0.41
H (-1.655, 1.906, -0.618)  0.29
H (-3.926, 0.205, 0.295)  0.31

#b
Here is a 2-piece molecular cluster, C3H8N2O3S overall from OMol25. Energies are from ωB97M-V/def2-TZVPD.

Properties
Charge: 0

Last column: Mulliken charge in e.
Cartesian coordinates (Å):
C (1.305, 0.713, 2.313)  0.19
C (-1.482, 1.137, -1.352)  -0.65
C (1.087, -0.780, -0.857)  -1.10
N (0.239, 0.197, 1.906)  -0.25
N (-1.400, 0.211, -0.254)  -0.31
O (2.349, 1.141, 1.818)  -0.46
O (-0.768, -2.073, 0.545)  -0.65
O (-1.186, -1.502, -1.862)  -0.71
S (-0.648, -1.173, -0.569)  1.45
H (1.399, 0.856, 3.465)  0.28
H (-0.445, 1.333, -1.784)  0.23
H (-1.963, 0.311, -2.007)  0.38
H (-2.104, 1.928, -1.063)  0.30
H (1.252, 0.269, -1.004)  0.32
H (1.715, -1.297, 0.003)  0.26
H (1.300, -1.281, -1.729)  0.50
H (-0.651, 0.009, 2.433)  0.23

Relative calculated energies, zero for the most stable structure, unit eV: #a 0.000; #b 3.280.

#a
Here is a 2-piece molecular cluster, CH3N4O overall from OMol25. Energies are from ωB97M-V/def2-TZVPD.

Properties
Charge: +1

Last column: Mulliken charge in e.
Cartesian coordinates (Å):
C (0.509, 0.938, 2.639)  0.54
N (-0.029, 0.879, 1.529)  -0.21
N (0.054, 1.077, 0.339)  0.90
N (-0.082, 1.124, -0.782)  -0.23
N (-0.358, -0.983, -1.827)  -0.72
O (0.806, 0.879, 3.708)  -0.07
H (-1.268, -1.343, -1.757)  0.23
H (0.256, -1.272, -1.068)  0.29
H (0.112, -1.299, -2.781)  0.28

#b
Here is an isolated ion of composition CH3N4O and charge +1 from OMol25. Energies are from ωB97M-V/def2-TZVPD.

Properties
SMILES string: [NH3+]N=[N+]=C=N[O-]
Charge: +1

Last column: Mulliken charge in e.
Cartesian coordinates (Å):
N (-1.430, 0.214, -1.159)  -0.25
N (-0.085, 0.868, -0.867)  -0.71
N (0.491, 0.388, 0.087)  0.50
C (1.216, 0.092, 1.004)  0.55
N (2.004, -0.529, 1.841)  -0.07
O (3.030, -1.290, 2.888)  -0.18
H (-1.989, 0.953, -1.614)  0.38
H (-1.933, -0.152, -0.332)  0.39
H (-1.303, -0.545, -1.848)  0.39

Relative calculated energies, zero for the most stable structure, unit eV: #a 0.000; #b 6.420.